No. 1
DFT (ωB97M-V/def2-TZVPD) results for a cluster of 10 separate species, C8H34BF4O9 in total.

Geometry as XYZ:
```
56
Properties=species:S:1:pos:R:3:forces:R:3
B 0.413 -0.398 -0.129 0.5 -0.6 0.1
F -0.784 0.307 0.120 0.1 -0.1 0.0
F 0.102 -1.723 -0.484 -0.1 0.2 0.0
F 1.157 0.196 -1.166 -0.3 0.2 0.1
F 1.217 -0.415 1.027 -0.2 0.1 -0.1
C 2.469 2.472 1.432 0.1 -0.2 0.1
O 2.435 2.532 0.024 -0.1 0.4 -0.1
H 1.487 2.638 1.889 0.0 -0.1 0.0
H 2.855 1.502 1.761 -0.1 0.0 0.2
H 3.135 3.257 1.788 0.1 0.0 -0.1
H 1.795 1.888 -0.301 0.2 -0.1 -0.1
C -4.095 0.806 -1.281 0.2 0.8 0.4
O -4.806 0.648 -2.505 0.1 -0.1 0.0
H -3.190 0.207 -1.279 -0.2 -0.3 -0.1
H -3.752 1.836 -1.125 0.0 0.0 -0.2
H -4.715 0.586 -0.407 0.0 -0.4 -0.1
H -5.293 1.460 -2.661 0.0 0.0 0.0
C -1.019 3.925 0.044 -0.4 -0.1 0.0
O -1.752 2.819 0.550 0.1 0.2 0.0
H -1.589 4.823 0.289 0.1 0.0 0.0
H -0.026 3.998 0.493 0.1 0.0 -0.1
H -0.937 3.875 -1.046 0.2 0.0 0.0
H -1.276 2.010 0.320 -0.1 0.0 0.1
C 0.674 -3.041 -3.142 -0.4 0.3 0.2
O 1.823 -2.240 -3.321 0.1 -0.1 -0.2
H 0.452 -3.549 -4.080 0.2 -0.1 0.0
H 0.792 -3.769 -2.335 0.1 -0.1 -0.1
H -0.205 -2.434 -2.903 0.0 0.0 0.0
H 1.986 -1.732 -2.519 0.0 0.0 0.0
C -2.399 -1.488 2.896 0.2 0.1 0.1
O -2.217 -2.009 1.593 -0.1 0.1 0.2
H -2.397 -0.392 2.902 -0.1 0.0 0.0
H -3.358 -1.829 3.283 0.0 -0.1 0.0
H -1.608 -1.814 3.583 0.0 0.0 0.0
H -1.657 -1.387 1.117 0.0 -0.1 -0.2
C 0.702 0.410 4.013 -0.4 0.1 0.2
O -0.026 0.230 5.236 0.1 0.0 0.0
H 0.028 0.678 3.200 0.1 -0.1 -0.1
H 1.443 1.204 4.133 0.1 0.0 0.0
H 1.193 -0.527 3.768 0.1 0.0 -0.1
H -0.866 0.685 5.152 0.0 0.0 0.0
C -0.981 0.265 -3.727 -0.3 -1.0 0.1
O -1.169 -0.114 -5.093 0.0 0.3 0.0
H -1.295 1.286 -3.506 0.2 0.1 -0.2
H -1.567 -0.415 -3.097 0.0 0.2 0.2
H 0.058 0.068 -3.478 0.1 0.4 0.0
H -2.081 -0.395 -5.193 0.0 0.1 0.0
C 4.676 -1.117 0.299 -0.2 -0.2 -0.1
O 3.885 -0.743 -0.815 0.2 -0.1 0.1
H 4.568 -0.399 1.116 0.1 0.0 0.1
H 4.408 -2.118 0.655 0.0 0.1 0.1
H 5.719 -1.148 -0.016 0.0 0.1 -0.1
H 3.016 -0.498 -0.478 -0.1 0.1 -0.1
O 1.012 -3.978 0.996 0.1 -0.1 0.1
H 0.798 -3.755 1.905 -0.1 0.0 0.0
H 0.760 -3.187 0.502 -0.1 0.0 -0.1
```
Forces are in eV/Å.

Properties
**Energy relative to the best compared isomer or geometry (same formula, charge and spin)**: 13.3 kJ/mol
**Total charge**: -1
**Frontier orbital gap**: 9.774 eV
**LUMO level**: 2.66 eV

***

No. 2
DFT (ωB97M-V/def2-TZVPD) results for a cluster of 10 separate species, C8H34ClN10O13 in total.

Geometry as XYZ:
```
66
Properties=species:S:1:pos:R:3:forces:R:3
Cl 13.114 10.998 12.117 1.3 -1.1 -0.3
O 12.495 9.664 12.093 0.5 1.5 0.2
O 13.860 11.202 13.358 -0.2 -0.3 -1.1
O 14.035 11.085 10.943 -0.9 0.1 1.5
O 12.156 12.052 12.036 -0.9 0.3 -0.5
C 15.223 7.075 10.413 0.5 2.3 1.7
O 16.087 6.308 10.056 -0.1 -0.9 -0.3
N 15.547 8.294 11.044 -1.6 -0.8 -1.1
N 13.860 6.852 10.348 1.5 -1.2 -0.3
H 14.803 8.937 11.264 0.1 -0.2 0.1
H 16.419 8.493 11.477 0.7 -0.2 0.0
H 13.643 5.911 10.055 -0.4 0.5 -0.2
H 13.210 7.599 10.364 -0.5 0.3 0.1
C 15.341 14.553 10.102 1.0 -0.2 -0.5
O 15.891 15.562 9.686 0.0 0.4 0.3
N 14.032 14.510 10.469 0.1 -1.7 0.1
N 16.070 13.378 10.241 -1.1 -0.3 0.2
H 13.484 15.334 10.294 -0.1 -0.3 -0.1
H 13.636 13.555 10.516 -0.2 1.2 0.2
H 17.073 13.439 10.227 -0.1 0.0 -0.2
H 15.640 12.485 10.495 0.2 0.6 0.0
C 9.131 11.390 14.660 2.8 1.8 -1.5
O 8.713 10.703 15.546 -0.9 -1.1 1.1
N 8.537 11.671 13.478 -2.3 -1.9 0.4
N 10.356 11.985 14.609 1.6 -0.3 2.1
H 7.667 11.167 13.567 -0.7 0.8 -1.3
H 8.728 12.504 12.963 -0.4 0.1 -0.1
H 10.708 12.138 13.666 0.6 -0.1 0.8
H 10.982 11.698 15.398 -0.5 0.6 -1.5
C 15.014 6.712 16.708 -1.1 1.0 -1.5
O 15.849 6.940 17.528 1.8 -0.3 1.6
N 15.301 6.407 15.403 0.6 -0.7 -0.4
N 13.678 6.858 17.006 -0.7 0.5 0.3
H 16.296 6.352 15.145 -1.1 0.3 0.3
H 14.633 6.675 14.699 0.3 -0.1 -0.1
H 13.595 7.558 17.761 -0.2 -0.7 -0.8
H 13.020 6.987 16.232 0.4 0.1 0.5
C 17.872 13.334 13.264 -0.5 -0.4 0.5
O 18.306 12.554 14.107 0.4 0.4 -0.7
N 18.570 13.723 12.115 0.0 -1.2 1.3
N 16.589 13.811 13.342 1.6 -0.3 0.6
H 18.407 14.605 11.684 0.0 0.5 0.0
H 19.511 13.385 12.189 0.4 0.2 -0.3
H 16.056 13.260 14.020 -0.3 0.6 -0.9
H 16.339 14.088 12.419 -1.7 0.0 -0.2
C 11.405 11.366 8.168 0.9 0.3 -1.2
C 12.852 10.975 7.926 -1.2 -1.8 -0.5
C 13.074 9.499 8.286 -1.0 -0.8 -0.3
O 13.106 11.139 6.537 -0.6 0.2 -0.3
H 10.682 10.705 7.675 0.2 0.1 0.2
H 11.336 12.374 7.787 -0.5 0.4 -0.3
H 11.286 11.433 9.206 -0.6 -0.2 1.6
H 13.482 11.625 8.485 0.6 0.5 0.6
H 12.615 8.855 7.488 0.1 0.7 0.5
H 12.562 9.192 9.232 0.7 0.5 -0.6
H 14.118 9.211 8.262 0.3 0.1 0.5
H 14.028 11.314 6.444 1.0 0.1 -0.3
O 11.435 8.700 15.207 -0.3 0.9 -1.1
H 11.745 9.142 14.381 0.2 -0.7 0.7
H 10.534 9.067 15.241 0.1 -0.3 0.4
O 14.766 9.935 15.628 -0.7 0.0 0.9
H 14.192 10.558 15.180 -0.4 -0.1 0.0
H 15.528 9.968 15.076 1.1 -0.3 -0.7
O 16.769 10.264 12.938 0.1 0.0 0.3
H 16.058 10.822 12.615 -0.3 0.0 -0.1
H 17.137 10.777 13.675 0.3 0.0 -0.2
```
Forces are in eV/Å.

Properties
**Total charge**: -1
**Frontier orbital gap**: 9.495 eV
**LUMO level**: 2.31 eV

***

No. 3
DFT (ωB97M-V/def2-TZVPD) results for a structure of composition C8H34F24LiN4O33S8.

Geometry as XYZ:
```
112
Properties=species:S:1:pos:R:3:forces:R:3
Li 3.463 0.101 0.143 0.7 0.4 0.1
C 0.667 0.159 -2.408 -1.0 0.1 0.8
F 0.696 1.143 -1.521 1.5 0.5 0.1
F -0.579 0.166 -2.795 -0.4 -1.3 -0.6
F 1.442 0.366 -3.469 0.4 0.3 0.3
S 1.217 -1.485 -1.581 0.1 -4.2 -1.1
O 0.072 -2.404 -1.444 2.4 2.6 -0.4
O 2.271 -2.057 -2.458 -1.4 2.3 1.7
N 1.938 -1.043 -0.011 -0.2 -0.4 -3.3
S 0.747 -1.344 0.943 -5.6 -2.1 2.5
O -0.507 -0.733 0.470 2.1 0.5 1.1
O 0.519 -2.762 1.285 1.7 2.3 0.1
C 1.182 -0.465 2.600 -0.7 1.4 -0.9
F 2.055 -1.127 3.277 1.1 -0.9 0.5
F 1.686 0.786 2.376 0.4 -0.3 -0.6
F 0.112 -0.247 3.330 -0.5 -0.7 -0.2
C -2.205 2.633 2.784 -1.0 -1.2 1.9
F -1.715 2.125 1.694 0.6 0.3 -0.8
F -1.376 2.255 3.830 -1.1 0.8 -1.1
F -2.309 3.959 2.743 0.6 0.0 -0.1
S -3.934 1.844 2.975 -1.7 -4.4 -1.3
O -3.695 0.409 2.643 0.2 3.3 0.7
O -4.514 2.047 4.310 1.4 0.9 -1.9
N -4.800 2.466 1.556 2.0 -0.2 3.0
S -6.032 3.203 2.203 -2.0 0.6 1.0
O -6.948 2.287 2.894 0.4 1.2 -1.1
O -5.755 4.449 2.923 -0.2 -0.6 -0.9
C -6.956 3.725 0.580 0.6 -2.4 0.5
F -6.972 2.654 -0.257 0.3 0.6 0.2
F -8.234 3.955 0.861 -0.3 0.7 0.3
F -6.423 4.743 -0.054 0.1 0.5 0.0
C 0.496 -4.100 4.591 0.4 -0.1 0.7
F 1.704 -3.526 4.385 -1.0 -0.6 0.2
F -0.437 -3.095 4.647 1.1 -1.8 -0.4
F 0.273 -4.982 3.571 -0.1 1.4 1.5
S 0.511 -5.026 6.388 1.8 2.7 1.3
O 1.090 -4.101 7.417 -0.8 -1.8 -2.9
O -0.881 -5.347 6.613 1.1 -0.2 -0.4
N 1.715 -6.285 6.106 0.1 6.1 0.2
S 0.913 -7.505 6.323 -2.6 -6.7 0.2
O 0.661 -7.888 7.730 0.2 0.3 -2.1
O -0.181 -7.587 5.342 1.1 -1.1 1.3
C 2.274 -8.915 5.736 -1.6 2.3 1.0
F 1.607 -10.017 5.343 0.8 0.6 -0.4
F 3.055 -8.362 4.773 -0.5 -1.3 0.3
F 3.054 -9.266 6.767 0.1 -0.1 -0.3
C -3.505 6.021 -4.707 -1.4 -0.4 -0.5
F -4.669 6.060 -5.424 0.8 0.1 0.9
F -2.527 5.971 -5.589 0.5 0.3 0.1
F -3.430 7.158 -3.973 0.2 -1.1 -0.6
S -3.493 4.463 -3.621 -2.2 -0.4 1.4
O -2.134 4.190 -3.210 0.1 0.8 -0.3
O -4.416 4.870 -2.532 1.5 -1.2 -2.8
N -3.995 3.266 -4.779 -0.2 3.7 1.7
S -3.273 1.931 -4.509 -0.7 -5.0 -1.4
O -3.074 1.602 -3.129 0.8 0.5 0.3
O -3.860 0.774 -5.250 1.2 3.1 0.5
C -1.538 2.182 -5.334 -0.3 0.2 0.5
F -1.485 3.316 -6.076 0.0 -0.8 0.4
F -0.638 2.301 -4.334 0.1 -0.2 -0.9
F -1.180 1.157 -6.136 -0.2 0.6 0.6
O 2.929 2.032 0.075 0.5 -0.4 -0.4
H 2.640 2.565 0.816 -0.5 0.2 0.5
H 3.066 2.661 -0.633 0.1 0.1 -0.3
O -2.723 -1.738 -2.573 0.1 -0.6 -0.6
H -2.869 -0.839 -2.279 -0.3 0.2 0.7
H -2.580 -1.662 -3.516 -0.1 0.0 -0.3
O -2.966 0.173 -0.619 -0.4 0.1 -0.2
H -2.210 -0.106 -0.102 0.2 -0.2 0.3
H -2.596 0.735 -1.301 0.0 0.5 -0.1
O 1.945 4.335 -2.263 0.6 -0.2 0.1
H 1.380 4.962 -2.716 -0.2 0.1 -0.2
H 1.344 3.806 -1.738 -0.6 -0.1 0.3
O -0.706 3.565 -0.642 0.8 0.1 0.2
H -1.086 3.587 -1.520 -0.5 -0.1 -0.6
H -1.315 4.072 -0.105 -0.4 0.1 0.1
O 3.172 2.663 -4.501 0.2 -0.3 -0.4
H 2.625 2.660 -3.715 -0.3 0.2 0.2
H 3.967 3.125 -4.238 0.1 0.2 0.1
O 4.658 -3.257 -2.831 0.9 0.3 -0.5
H 5.058 -3.301 -1.963 -0.2 -0.4 0.4
H 3.719 -3.350 -2.669 -0.4 0.1 0.3
O 3.437 -3.557 -0.062 0.8 -0.4 -0.1
H 3.041 -2.686 -0.051 -0.2 0.3 0.2
H 2.700 -4.157 0.044 -0.3 -0.1 0.1
O 4.655 -0.244 -1.449 0.0 0.4 0.4
H 5.221 0.416 -1.849 0.0 0.2 -0.1
H 4.900 -1.064 -1.878 -0.3 -0.7 -0.4
O 3.646 -1.933 -5.981 1.0 -0.3 -0.2
H 3.736 -1.944 -5.028 0.1 -0.1 0.3
H 2.702 -1.878 -6.132 -0.5 0.2 0.0
O 4.494 1.321 4.135 0.6 -0.6 0.0
H 5.235 1.868 4.393 0.2 0.1 0.1
H 3.753 1.926 4.089 -0.8 0.6 0.1
O 4.821 0.146 1.704 -0.2 -0.3 -1.1
H 5.765 0.058 1.840 0.1 -0.2 -0.1
H 4.503 0.575 2.499 -0.1 0.3 1.0
O 0.924 3.368 1.588 0.9 0.3 0.8
H 0.774 4.312 1.640 -0.2 0.3 -0.1
H 0.455 3.093 0.800 -0.6 -0.4 -0.6
O 2.541 3.191 4.049 0.3 0.3 0.2
H 1.889 3.333 3.363 -0.5 -0.4 -0.6
H 2.547 4.008 4.547 0.0 0.1 0.3
O 1.163 -0.981 -6.216 -0.4 -0.2 -0.2
H 1.200 -0.452 -7.013 0.0 0.2 -0.2
H 1.118 -0.341 -5.506 0.0 0.2 0.3
O -1.730 -4.758 0.866 -0.2 -0.4 -0.3
H -2.056 -3.947 1.255 0.0 0.3 0.1
H -0.961 -4.984 1.390 0.3 0.1 0.2
O -1.901 -4.447 -2.102 0.0 -0.7 -0.5
H -1.651 -4.461 -1.178 0.0 0.0 0.5
H -2.128 -3.533 -2.275 -0.1 0.6 0.1
```
Forces are in eV/Å.

Properties
**Energy relative to the best compared isomer or geometry (same formula, charge and spin)**: 386.9 kJ/mol
**Total charge**: -3
**Frontier orbital gap**: 6.500 eV
**LUMO level**: 3.35 eV

***

no.,calculated total energy (eV),HOMO level (eV)
1,-38827.809,-7.11
2,-62889.479,-7.19
3,-234481.582,-3.15